(1)
# C24H29N3O4

One molecule with the formula C24H29N3O4 (wB97M-V/def2-TZVPD, the OMol25 dataset).

The geometry in XYZ format:
```
60
Properties=species:S:1:pos:R:3:forces:R:3:nbo_charge:R:1
C 5.8068 1.4125 0.9840 -0.1166 0.2385 -0.1027 -0.61
H 6.4989 0.6413 0.6531 0.0800 -0.1269 0.0098 0.20
C 5.3890 2.2912 -0.1888 -0.1749 -0.3599 -0.0847 -0.41
C 4.5462 1.5150 -1.1965 0.3742 0.3224 -0.1383 -0.06
O 3.2572 1.3440 -0.6360 -0.1189 0.0248 0.1704 -0.52
C 2.3742 0.5213 -1.2442 -0.2035 -0.1842 -0.0986 0.40
C 2.5875 -0.1479 -2.4453 0.3456 0.2638 0.1333 -0.32
C 1.6058 -0.9853 -2.9497 -0.2124 -0.1305 0.0331 -0.18
C 0.4232 -1.1873 -2.2670 0.0229 0.0148 -0.0496 -0.25
C 0.2013 -0.5190 -1.0674 0.1218 0.3342 -0.0836 -0.01
C 1.1597 0.3451 -0.5773 0.0133 0.0646 -0.1503 -0.29
H 1.0069 0.8848 0.3445 -0.0443 0.0549 0.1361 0.22
C -1.0479 -0.8096 -0.2653 0.4126 0.0314 0.1897 -0.07
N -2.2607 -0.6993 -1.0499 0.1813 -0.1298 0.1177 -0.40
C -3.0069 -1.8262 -1.1386 -0.5265 0.1059 -0.3925 0.58
O -4.0529 -1.9395 -1.7375 -0.0528 -0.2002 0.0741 -0.58
C -2.2542 -2.8909 -0.3580 0.5535 -0.3606 0.5175 0.46
O -2.5530 -4.0706 -0.2180 -0.1613 0.1769 -0.1904 -0.56
C -1.0718 -2.2521 0.1654 -0.1331 -0.2678 0.1728 -0.24
C -0.0864 -2.9727 0.7678 -0.4885 0.2780 -0.2051 0.45
O -0.2061 -4.2732 0.9792 0.0750 -0.1185 -0.0238 -0.63
H -1.0848 -4.5739 0.6212 0.0919 0.2286 0.0116 0.52
C 1.1982 -2.3588 1.1678 0.2903 -0.1535 0.2417 -0.06
C 1.2509 -1.3444 2.1182 0.0079 -0.2556 -0.1251 -0.23
C 2.4821 -0.7773 2.4051 -0.2768 0.0695 0.1283 0.04
N 3.6061 -1.1409 1.8142 0.3726 0.1855 0.1857 -0.41
C 3.5547 -2.1125 0.9209 -0.0573 -0.2638 -0.2560 0.04
C 2.3848 -2.7653 0.5669 -0.1937 0.0665 0.1140 -0.22
H 2.3849 -3.5542 -0.1679 0.0270 -0.0819 -0.0962 0.23
H 4.4999 -2.3822 0.4687 0.0392 -0.0907 -0.1065 0.20
H 2.5739 0.0127 3.1388 -0.0950 0.0695 0.0836 0.20
H 0.3566 -1.0172 2.6251 -0.1035 0.0701 0.0572 0.23
C -2.6425 0.5435 -1.6719 -0.1463 0.3575 -0.0737 -0.22
C -3.1046 1.5901 -0.6559 -0.0789 -0.3722 0.0047 -0.41
C -4.2705 1.0715 0.1883 0.0973 0.2514 -0.1811 -0.22
N -4.9735 2.1507 0.8599 -0.0314 -0.0637 0.0181 -0.43
C -4.1985 2.7218 1.9408 -0.0208 0.0346 -0.1213 -0.42
H -3.2754 3.1427 1.5481 0.0811 0.0448 0.0720 0.20
H -4.7704 3.5262 2.4005 0.0399 0.0462 0.0592 0.20
H -3.9484 1.9823 2.7200 0.0090 -0.0332 0.0251 0.16
C -6.2745 1.7203 1.3295 0.0366 0.0252 -0.0293 -0.41
H -6.7916 2.5720 1.7693 -0.0750 -0.0147 0.0410 0.20
H -6.2133 0.9198 2.0836 -0.0117 -0.0295 0.0360 0.16
H -6.8589 1.3580 0.4857 -0.0733 -0.0375 0.0101 0.20
H -4.9809 0.5774 -0.4785 0.0188 -0.0685 0.0315 0.21
H -3.9087 0.3133 0.9082 -0.0728 -0.0164 -0.0113 0.16
H -3.4371 2.4768 -1.1959 0.0384 0.0565 -0.0047 0.23
H -2.2631 1.8763 -0.0229 0.0442 0.1083 0.0170 0.19
H -3.4596 0.3033 -2.3569 0.1269 0.0406 0.0102 0.24
H -1.7910 0.9276 -2.2440 -0.0859 -0.0786 -0.0167 0.21
H -1.0949 -0.1250 0.5927 0.0067 -0.0316 -0.0875 0.21
H -0.3283 -1.8574 -2.6569 -0.0853 -0.0964 -0.0723 0.22
H 1.7781 -1.4951 -3.8858 0.0239 -0.0413 -0.0912 0.22
H 3.5061 -0.0218 -2.9953 0.1020 0.0403 -0.0238 0.22
H 5.0067 0.5385 -1.3937 -0.0580 0.0315 -0.0295 0.17
H 4.4670 2.0688 -2.1429 -0.0303 -0.1342 0.0683 0.18
H 4.7955 3.1334 0.1695 0.0232 0.1013 -0.0834 0.21
H 6.2706 2.6845 -0.6978 -0.0369 0.0662 -0.0486 0.20
H 4.9393 0.9243 1.4202 0.0238 -0.0582 0.0837 0.23
H 6.2982 2.0086 1.7485 0.0849 -0.0043 0.1246 0.21
```
Positions in Å, forces in eV/Å.

Computed properties:
energy: -1397.171814 a.u.
LUMO level: -0.51 eV
ΔE to the lowest compared entry with this formula, charge and spin: 229.8 kJ/mol
total charge: 0
molecular weight: 423.51 u
spin multiplicity: 1
gap between HOMO and LUMO: 8.13 eV



(2)
# C6H11N2O

An isolated ion of composition C6H11N2O and charge +1 in a non-equilibrium geometry (wB97M-V/def2-TZVPD, the OMol25 dataset).

The geometry in XYZ format:
```
20
Properties=species:S:1:pos:R:3:forces:R:3:nbo_charge:R:1
C -1.3812 -0.1608 0.1268 -1.8648 3.5357 0.7030 -0.18
C -1.1229 1.1638 -0.1535 -1.2734 -0.7435 -0.8478 0.06
C 1.2751 1.8574 0.1449 -0.6570 -1.1945 2.7691 -0.23
C 1.2609 0.7277 1.3548 0.7258 3.1280 -1.7945 -0.11
C 0.7252 -1.1744 -0.0168 4.6104 -0.8555 0.5957 0.55
C -1.0153 -2.3715 -0.8056 -0.4295 -1.3955 -3.2150 -0.44
N -0.5127 -1.1639 -0.2128 -0.6048 -0.8711 1.3330 -0.33
N 0.0477 1.7299 -0.6694 -1.5384 2.3531 -0.0423 -0.63
O 1.6225 -0.4479 0.6285 -1.8323 -1.3822 -0.2467 -0.42
H -2.3316 -0.3849 0.6752 0.9809 -0.1886 -1.0713 0.26
H -2.0561 1.7739 -0.2329 0.9648 -0.2289 0.6605 0.23
H 1.5328 2.8687 0.6071 -0.7920 -1.1966 -0.9219 0.23
H 2.0126 1.4950 -0.5213 1.4675 0.2325 -0.2399 0.22
H 2.1411 0.9623 1.9928 -0.8809 -0.4134 -0.2432 0.24
H 0.2935 0.6954 1.8904 0.8436 -0.2954 -0.2156 0.22
H 1.1606 -2.0677 -0.4377 0.7955 0.2132 0.0480 0.20
H -0.3116 -3.1520 -1.1519 0.5653 0.7485 1.0797 0.25
H -1.7860 -2.9263 -0.3357 -0.7897 0.2059 1.2254 0.25
H -1.3710 -2.1139 -1.7909 -0.7880 0.4515 -0.2648 0.24
H -0.1836 2.6890 -1.0922 0.4970 -2.1034 0.6886 0.41
```
Positions in Å, forces in eV/Å.

Computed properties:
energy: -419.629986 a.u.
LUMO level (alpha / beta): -3.61 / -3.61 eV
ΔE to the lowest compared entry with this formula, charge and spin: 333.2 kJ/mol
total charge: +1
molecular weight: 127.17 u
spin multiplicity: 1
gap between HOMO and LUMO (alpha / beta): 9.19 / 9.19 eV



(3)
# C2H5NOS

A 2-piece molecular cluster, C2H5NOS overall in a non-equilibrium geometry (wB97M-V/def2-TZVPD, the OMol25 dataset).

The geometry in XYZ format:
```
10
Properties=species:S:1:pos:R:3:forces:R:3:nbo_charge:R:1
C -1.7085 -0.0541 -0.4415 -0.8918 -1.1851 1.1381 -0.23
C -1.7825 -1.1265 0.1054 0.5894 1.2878 -1.2658 -0.22
N 1.2745 0.8385 0.0386 -1.2650 -1.5929 -2.8162 -1.01
O 1.5401 -1.6014 1.0198 -0.2574 -0.9576 2.6833 -0.96
S 1.7625 -0.8544 -0.1768 -0.2432 1.3586 -2.8567 1.22
H -1.9929 0.9163 -0.6796 0.1573 1.1430 -0.5381 0.23
H 1.8310 1.0740 0.7833 1.7570 1.3742 2.2407 0.36
H -1.5942 -2.1155 0.3404 0.0105 -1.3048 0.7001 0.23
H 1.5865 1.3374 -0.8251 -0.1308 -0.4006 1.0346 0.37
H 0.6177 -1.1111 -0.8949 0.2740 0.2774 -0.3199 0.01
```
Positions in Å, forces in eV/Å.

Computed properties:
energy: -607.236273 a.u.
LUMO level: 0.66 eV
ΔE to the lowest compared entry with this formula, charge and spin: 447.8 kJ/mol
total charge: 0
molecular weight: 91.13 u
spin multiplicity: 1
gap between HOMO and LUMO: 9.80 eV